# 1
# C16H29Cl2NNaO5P2Si2

A structure of composition C16H29Cl2NNaO5P2Si2 (the ωB97M-V functional and the def2-TZVPD basis, the OMol25 dataset).

Geometry as XYZ:
```
58
Properties=species:S:1:pos:R:3:nbo_charge:R:1
Cl -1.67744 -2.20721 0.50263 -0.403
Cl 0.52042 1.02894 4.54652 -0.264
P -0.11412 -0.73601 3.57378 0.634
P -2.32144 1.07535 -0.70450 0.307
Si -0.81567 -0.50346 -0.40549 1.560
Si 1.12107 -0.73895 1.70627 1.538
Na -4.42055 -2.03279 -3.43136 0.990
O 2.57383 4.26196 0.72673 -0.543
O 1.05834 -0.28298 -2.44591 -0.546
O 0.47374 0.19277 0.41840 -1.227
O -1.73863 -0.41934 3.21852 -0.980
O 0.52143 4.35259 1.75058 -0.554
N 2.36146 -2.68153 0.02268 -0.437
C -3.76745 0.93871 0.46697 -0.697
C -0.13767 -1.02435 -2.13384 -0.537
C 2.48287 -5.17081 0.50506 -0.246
C -4.23219 0.32042 -2.78211 -0.626
C 1.65834 -2.50559 1.18128 -0.258
C 1.32869 -3.64509 2.01995 -0.241
C 1.80191 -0.98365 -3.45700 -0.255
C 2.25691 3.18047 -0.17826 -0.084
C 2.76023 0.13613 2.18942 -0.892
C 2.71118 1.67488 1.81379 -0.415
C -2.92262 1.18001 -2.47675 -0.693
C 1.44853 4.89269 1.21756 0.659
C 2.73258 -3.95136 -0.23584 0.024
C -4.56432 2.32119 0.62049 -0.623
C 1.71223 -5.02969 1.75646 -0.167
C 3.11741 1.93521 0.29240 -0.426
H 2.50548 3.44227 -1.24468 0.186
H 4.20860 2.20283 0.29581 0.213
H 2.90048 -0.06561 3.28029 0.248
H 1.46995 -5.87998 2.42182 0.238
H -4.54123 -0.35255 -1.91895 0.186
H 3.61855 -0.31206 1.61436 0.245
H -3.23295 2.24918 -2.63873 0.255
H -0.88371 -0.85549 -2.95967 0.164
H -3.93171 3.20335 0.35980 0.227
H -4.82932 2.44495 1.70685 0.232
H 1.43418 6.01521 1.13510 0.127
H 1.69267 2.09720 2.00064 0.223
H -4.54068 0.18059 0.15691 0.197
H 3.46024 2.19481 2.46558 0.221
H -2.14913 0.96792 -3.24973 0.255
H 0.76825 -3.43927 2.96626 0.223
H 0.13531 -2.11308 -2.09756 0.214
H -2.19376 -1.28045 3.24344 0.500
H -5.51967 2.30624 0.04526 0.204
H -5.10685 0.99568 -2.98528 0.260
H 1.23339 -0.95179 -4.43245 0.163
H -4.10719 -0.34374 -3.70624 0.099
H 1.97124 -2.05742 -3.15176 0.176
H 1.18043 2.87014 -0.14434 0.203
H 2.95480 1.03559 -0.34886 0.221
H 2.81351 -0.53656 -3.60876 0.213
H -3.44789 0.65573 1.49825 0.279
H 3.33498 -4.08658 -1.17205 0.195
H 2.87296 -6.16564 0.19028 0.237
```

Summary:
HOMO	-10.38	eV
total charge	+1


# 2
# C20H21BF6N15NaO6S2

A structure of composition C20H21BF6N15NaO6S2 (the ωB97M-V functional and the def2-TZVPD basis, the OMol25 dataset).

Geometry as XYZ:
```
72
Properties=species:S:1:pos:R:3:lowdin_charge:R:1
S 1.81905 -1.67530 3.34839 0.602
S 0.53530 0.86661 3.16262 0.594
Na 0.23015 -0.94328 0.58991 0.212
F 1.13405 -2.36552 5.79624 0.111
F 1.59639 2.52725 4.93412 0.123
F 0.77111 3.44896 3.16397 0.120
F 2.67456 2.43533 3.06948 0.125
F 0.81467 -3.88395 4.30449 0.137
F -0.50815 -2.16131 4.41734 0.156
O -1.62517 -1.89338 1.20407 -0.114
O -0.69976 0.98420 3.87732 -0.264
O 3.15746 -2.02113 3.72335 -0.279
O 1.33834 -2.05291 2.05564 -0.279
O 0.48286 0.91355 1.71858 -0.302
O -1.54990 -3.96081 2.12421 -0.019
N 2.47550 -0.26747 -0.50861 0.087
N 1.54200 -0.17563 3.74198 -0.285
N -3.69058 -0.46177 1.02850 0.187
N -0.25157 2.23812 -0.91242 0.151
N -0.38249 -0.68104 -2.35866 0.086
N 1.82396 -2.71983 -2.15146 -0.033
N -2.47857 1.29577 0.20234 0.205
N 0.69773 -0.67999 -3.16539 -0.037
N -3.42338 3.46721 0.23113 0.149
N -4.69010 1.62160 1.04686 0.157
N -2.36944 -3.70819 0.03585 -0.044
N 2.83713 -0.41733 -1.79740 -0.038
N 1.06822 -2.92105 -1.05365 0.079
N -5.58374 3.74204 0.98203 0.109
N -2.28552 -3.04269 -1.20791 0.010
C 0.36271 4.94689 -0.92753 -0.087
C 4.32824 0.95048 -0.90627 -0.090
C -0.89427 4.51503 -0.53278 -0.029
C 3.36636 0.54948 0.03564 -0.160
C -4.51757 2.90099 0.74727 -0.483
C -1.78435 -3.15562 1.21617 -0.719
C -2.43697 2.59435 -0.01186 -0.279
C 0.73829 -2.57410 4.52961 -0.686
C 1.15885 -4.21040 -0.77023 -0.149
C 0.44665 0.01515 -4.29123 -0.122
C -0.85548 0.47018 -4.23747 -0.094
C 0.95138 2.66076 -1.28086 -0.106
C 1.45834 2.39075 3.61256 -0.679
C -1.14034 3.14747 -0.53350 -0.209
C -3.62240 0.84584 0.76398 -0.422
C 1.30659 4.00413 -1.30167 -0.063
C 1.98645 -4.87619 -1.69242 -0.086
C 3.94555 0.29700 -2.06319 -0.122
C -1.31967 -0.00226 -2.99903 -0.185
C 2.38857 -3.87673 -2.55173 -0.114
B 2.03509 -1.33564 -2.76884 -0.530
H -2.27553 0.15128 -2.52361 0.090
H -6.24589 3.39717 1.65609 0.077
H 5.17529 1.60006 -0.76134 0.073
H -5.31866 4.70893 1.06829 0.076
H 0.60626 6.00305 -0.92776 0.093
H 3.26997 0.81723 1.07711 0.093
H -2.15880 -4.68885 -0.04952 0.093
H -1.38493 1.05584 -4.97057 0.070
H -1.66664 5.19764 -0.21056 0.093
H -2.81782 -1.03057 1.03120 0.022
H 2.30771 4.28899 -1.59982 0.095
H 2.25093 -5.91984 -1.72297 0.071
H 1.21236 0.11210 -5.04492 0.101
H -1.34869 -2.66890 -1.34518 0.019
H -4.47068 -0.77261 1.57949 0.100
H -2.90513 -2.24394 -1.17559 0.044
H 0.63496 -4.59292 0.09446 0.104
H 4.37421 0.27101 -3.05238 0.102
H 3.03072 -3.88770 -3.41783 0.100
H 2.70642 -1.45613 -3.77373 0.108
H 1.66181 1.89257 -1.57040 0.088
```

Summary:
ΔE to the lowest compared entry with this formula, charge and spin	19.3	kcal/mol
HOMO	-3.19	eV
total charge	-2


# 3
# C46H37BMoN10O2P2S5

A structure of composition C46H37BMoN10O2P2S5 (the ωB97M-V functional and the def2-TZVPD basis, the OMol25 dataset).

Geometry as XYZ:
```
104
Properties=species:S:1:pos:R:3:mulliken_spin:R:1
Mo -1.06032 -1.06397 -1.91613 1.998
S -1.76675 -1.52282 0.39736 0.009
S -2.37968 0.97018 -1.43813 -0.004
S -0.58784 3.66743 -5.94882 -0.001
S 1.08022 0.27346 -1.62356 -0.030
S 0.88044 2.59349 -3.63800 0.009
P 0.58300 2.34584 2.07249 0.011
P 2.55039 -0.07553 1.99695 0.004
O 1.83854 -0.78135 0.90146 -0.016
O -0.28878 1.78298 1.02284 -0.028
N -0.69495 0.60893 -3.47740 -0.034
N -0.73160 -3.24604 -4.13245 -0.005
N -4.51445 2.76988 1.01070 0.003
N -2.89793 -2.09928 -2.41249 -0.028
N -0.20988 -2.07348 -3.70976 -0.046
N -2.90408 -3.36252 -2.88991 0.016
N -1.18402 1.38938 -4.53346 0.002
N -0.31486 -2.98375 -1.30552 -0.060
N -4.19976 -0.75063 3.05620 0.003
N -0.75434 -4.13368 -1.86125 -0.003
C 1.04090 -1.59491 3.71590 0.003
C 2.91698 -0.47643 4.74258 0.000
C -1.09102 1.58109 6.26052 0.000
C 6.65436 0.34769 1.83153 0.000
C -0.20870 -3.57284 -5.31992 0.008
C 1.51679 -1.92607 6.04795 0.000
C 0.81154 4.13891 1.91503 0.000
C 0.59058 5.05641 2.93726 0.000
C 0.68611 -2.58564 -5.69046 0.001
C -1.80433 1.23109 5.12395 0.000
C 1.17628 6.85738 1.45105 0.000
C 0.71827 2.39757 4.89934 0.000
C -3.90137 1.88499 0.60327 -0.001
C -2.34592 0.93565 -5.24526 -0.004
C 4.74395 -1.66228 1.85454 0.000
C -0.15004 -5.16864 -1.26396 0.009
C -4.60383 -0.06113 -6.57334 0.000
C 1.38554 5.94546 0.42354 0.001
C -5.01482 -2.78700 -2.59392 0.004
C -2.93265 -0.32223 0.84900 0.030
C -0.45484 2.51791 -4.78303 -0.003
C -3.11857 0.79373 0.11317 0.036
C -4.26993 1.28003 -6.64877 0.001
C 2.32662 1.74310 1.97467 -0.001
C 7.04408 -0.98108 1.78731 0.000
C -4.16592 -3.79820 -3.00262 0.021
C 1.20182 4.59246 0.65343 -0.002
C -3.15750 1.78705 -5.99325 0.000
C -3.79668 -0.90856 -5.83068 0.005
C 0.16765 2.16138 6.14770 0.000
C -3.63549 -0.54243 2.07405 -0.003
C 4.34557 -0.32412 1.90624 0.000
C 0.70226 -4.68283 -0.28815 0.001
C 5.30561 0.67890 1.89149 0.000
C 2.13018 -0.73633 3.62217 -0.004
C 0.65318 -1.66992 -4.64188 0.026
C 0.00371 2.04950 3.75320 -0.001
C 0.56626 -3.29704 -0.35262 0.035
C -2.67925 -0.41387 -5.18243 0.002
C 0.77664 6.41266 2.70236 0.000
C 0.38127 1.09975 -2.92447 0.020
C 0.73031 -2.18422 4.93424 0.001
C -4.17009 -1.74004 -2.23164 0.044
C -1.25192 1.46790 3.87287 0.004
C 6.08747 -1.99008 1.79716 0.000
C 2.61022 -1.07338 5.95349 0.000
B -1.58626 -4.09704 -3.16376 -0.011
H -4.42209 -0.75581 -1.87529 -0.010
H 1.34027 -5.24514 0.37128 0.001
H 1.33763 3.87505 -0.14951 0.000
H 0.71935 2.43535 7.03886 0.000
H -4.37865 -4.79400 -3.35689 0.001
H 0.44041 -1.78858 2.83245 0.002
H 1.28031 -2.53360 -6.58635 0.000
H 1.23010 -0.76875 -4.52357 -0.002
H 0.60301 7.12406 3.50038 0.000
H 3.98241 -2.43405 1.85760 0.000
H 2.92400 2.22354 2.75271 0.000
H 6.39263 -3.02796 1.76556 0.000
H 3.77825 0.17929 4.65861 0.000
H 2.68310 2.04810 0.98694 0.000
H -5.47572 -0.44207 -7.08947 0.000
H -2.05551 -1.09216 -4.63748 -0.007
H 1.70129 2.84998 4.81728 0.000
H 1.31336 7.91600 1.27159 0.000
H -0.12698 -2.84088 5.01213 0.000
H 1.27755 -2.39224 6.99586 0.000
H -2.93278 2.83406 -6.06661 0.000
H 8.09557 -1.23430 1.74425 0.000
H -6.09041 -2.80458 -2.55529 0.001
H -4.88472 1.95642 -7.22883 0.000
H 0.25771 4.71774 3.90917 0.000
H -0.35886 -6.17840 -1.57909 0.001
H -1.78302 1.20659 2.96601 -0.001
H 5.01650 1.72286 1.91569 0.000
H 1.68592 6.29439 -0.55675 0.000
H -0.50142 -4.48012 -5.82332 0.000
H -2.78489 0.77758 5.19309 0.000
H -4.02388 -1.96480 -5.75412 0.001
H -1.51282 1.39814 7.24134 0.000
H 7.39762 1.13452 1.82196 0.000
H 3.22231 -0.87844 6.82509 0.000
H 1.05425 -2.51713 0.22033 -0.008
H -1.78020 -5.19354 -3.59556 0.000
```

Summary:
ΔE to the lowest compared entry with this formula, charge and spin	12.8	kcal/mol
HOMO (alpha / beta)	-7.24 / -7.60	eV
multiplicity	3


# 4
# C29H22N5O2RhS

A structure of composition C29H22N5O2RhS (the ωB97M-V functional and the def2-TZVPD basis, the OMol25 dataset).

Geometry as XYZ:
```
60
Properties=species:S:1:pos:R:3:nbo_charge:R:1
Rh -0.17844 -0.06338 -0.36855 1.150
S 2.75931 0.90566 1.10240 0.521
O -1.37765 1.70528 0.02470 -0.513
O 0.57051 -1.86135 -0.52939 -0.566
N 0.19514 0.43770 -2.29612 -0.452
N -0.58827 -0.37640 1.49904 -0.255
N -0.19368 -1.36112 2.21861 -0.134
N 3.48775 1.75923 -1.69649 -0.543
N 1.85264 0.88351 -0.28923 -0.646
C 5.66879 2.60531 -1.09239 -0.195
C 0.36994 -3.32269 4.11748 -0.183
C -2.22434 2.88357 1.98304 -0.268
C -1.61904 1.79447 1.38406 0.267
C 0.97045 -2.58824 0.43689 0.433
C 0.85416 -3.39851 2.80364 0.029
C -2.04459 1.79464 4.12839 -0.192
C 5.23878 1.92095 1.56103 -0.217
C -0.44790 0.37253 -4.58924 -0.201
C -0.68374 0.12420 -3.25075 0.075
C 6.42353 2.53186 1.18694 -0.174
C 2.17729 -4.57702 1.10566 -0.020
C -2.43320 2.88131 3.35289 -0.145
C 1.53683 -5.34797 4.69370 -0.175
C -1.21368 0.69337 2.15775 0.110
C 0.69545 -4.29017 5.04166 -0.167
C 1.65612 1.31342 -3.94168 -0.190
C -1.67639 2.84458 -0.79709 -0.252
C 0.52670 -2.38984 1.81792 0.072
C 2.05058 -5.42396 3.41699 -0.144
C 4.26253 1.66922 0.61032 -0.151
C 1.81502 -3.69381 0.14733 -0.318
C 1.70021 -4.47346 2.45162 -0.122
C 4.46829 2.01029 -0.72398 0.079
C 6.63687 2.87158 -0.14134 -0.176
C 0.74893 0.99074 -4.93102 -0.114
C 2.26448 1.23085 -1.48678 0.438
C 1.37055 1.00557 -2.61106 0.145
C -1.43928 0.70766 3.53773 -0.194
H -2.54179 3.73652 1.40144 0.240
H -1.60622 -0.33818 -2.92119 0.230
H 2.72164 -6.22979 3.14851 0.231
H -1.12603 -0.14315 4.12236 0.246
H 7.56182 3.34765 -0.43432 0.244
H 1.77720 -6.11122 5.42063 0.241
H 7.18045 2.74747 1.92737 0.244
H -2.75197 3.01005 -0.83387 0.219
H 2.14467 -3.79296 -0.87840 0.245
H -1.16821 3.73356 -0.42520 0.212
H 5.05918 1.63980 2.59134 0.237
H -0.26907 -2.49712 4.39261 0.226
H 2.57972 1.80511 -4.21193 0.233
H 0.96316 1.21730 -5.96660 0.258
H -2.90716 3.73627 3.81425 0.244
H 3.74217 1.97732 -2.64426 0.420
H -1.17681 0.10116 -5.33833 0.263
H 5.83305 2.86251 -2.13290 0.224
H -2.21138 1.80552 5.19602 0.245
H 0.29582 -4.23360 6.04496 0.237
H 2.83895 -5.39820 0.85899 0.240
H -1.31161 2.61407 -1.79311 0.205
```

Summary:
HOMO (alpha / beta)	-13.03 / -13.03	eV
total charge	+2


# 5
# C3H10NO2

A cluster of 2 separate species, C3H10NO2 in total (the ωB97M-V functional and the def2-TZVPD basis, the OMol25 dataset).

Geometry as XYZ:
```
16
Properties=species:S:1:pos:R:3:nbo_charge:R:1
O -3.36902 0.93889 -1.47268 -0.653
O -1.63605 -0.21566 -0.72961 -0.645
N 0.98412 -0.32528 0.38520 -0.501
C 2.46521 -0.53434 0.43487 -0.418
C 0.32749 0.58139 1.43294 -0.408
C -2.40844 0.02502 -1.61485 0.677
H -4.10062 0.77828 -2.08559 0.508
H -0.22156 -0.07029 2.10604 0.234
H 2.65438 -1.42363 1.02411 0.234
H 0.55115 -1.24639 0.44075 0.441
H -0.39516 1.16785 0.88113 0.254
H 1.10612 1.07033 2.00449 0.231
H 2.82351 -0.71887 -0.56889 0.240
H -2.35741 -0.40151 -2.63190 0.121
H 0.63772 0.04521 -0.50212 0.451
H 2.93856 0.32900 0.89612 0.235
```

Summary:
ΔE to the lowest compared entry with this formula, charge and spin	15.4	kcal/mol
HOMO	-14.95	eV
total charge	+1


# 6
# BrH2OPS

A cluster of 2 separate species, BrH2OPS in total (the ωB97M-V functional and the def2-TZVPD basis, the OMol25 dataset).

Geometry as XYZ:
```
6
Properties=species:S:1:pos:R:3:nbo_charge:R:1
Br -1.18351 -2.70658 0.63363 -0.655
S -0.52212 1.72753 -0.61622 -0.235
P 0.20324 0.24246 0.56692 1.148
O 1.22085 -0.44954 -0.46155 -0.966
H 1.84402 -1.04130 -0.02962 0.535
H -1.56249 2.22743 -0.09315 0.172
```

Summary:
ΔE to the lowest compared entry with this formula, charge and spin	42.7	kcal/mol
HOMO (alpha / beta)	-8.56 / -8.56	eV


no.,F_max (eV/Å)
1,3.9
2,1.4
3,0.7
4,3.3
5,1.3
6,3.7